The following is a DFT calculation (the ωB97M-V functional and the def2-TZVPD basis) of a structure of composition C34H51GeN5O2PTl.

Results
orbital gap	5.0696	eV
total charge	-2
relative energy (zero: lowest compared OMol25 entry of this formula, charge and spin)	0.000	eV

Last column: Löwdin charge in e.
Positions of all 95 atoms, in Å:
Tl1 0.51137 0.55147 -0.90528  0.74
O1 1.68297 5.09216 -0.26603  -0.05
C1 1.19900 3.97833 0.01918  -0.66
O2 1.79648 2.89313 0.19448  -0.26
C2 -0.33069 3.91283 0.20787  -0.20
C3 -1.11463 5.04860 0.02672  -0.03
C4 -2.47527 4.96554 0.26755  -0.10
C5 -3.00917 3.75534 0.68877  -0.08
C6 -2.15657 2.66698 0.81473  -0.13
N1 -0.85286 2.73992 0.55779  0.08
H1 -0.62988 5.96206 -0.28902  0.10
H2 -3.11368 5.83303 0.13754  0.09
H3 -4.06354 3.65003 0.91394  0.09
H4 -2.51821 1.68904 1.11528  0.09
C7 2.64513 -4.78026 -0.74628  -0.27
Ge1 1.30562 -3.29766 -0.76284  0.68
C8 0.63906 -3.41688 -2.63678  -0.24
C9 -0.12250 -3.99591 0.40361  -0.22
C10 1.87713 -1.54653 -0.30927  -0.50
H5 2.21046 -5.69392 -1.16562  0.00
H6 2.97766 -4.99049 0.27361  -0.01
H7 3.52161 -4.50919 -1.34131  -0.01
H8 -0.28904 -3.99293 -2.68770  -0.01
H9 1.37598 -3.90563 -3.28063  0.00
H10 0.44481 -2.41948 -3.04018  0.00
H11 -0.84845 -4.58223 -0.16607  0.00
H12 -0.65099 -3.17792 0.89459  0.00
H13 0.30409 -4.63819 1.17878  0.00
H14 2.81333 -1.29811 -0.82788  -0.08
H15 2.08396 -1.50460 0.76840  -0.07
C11 6.86414 2.91537 1.37727  -0.23
N2 5.70463 3.78822 1.26546  -0.16
C12 5.65047 4.34185 -0.08735  -0.20
N3 5.70524 3.33825 -1.14847  -0.16
C13 6.86396 2.48263 -0.94021  -0.23
N4 6.92501 1.85327 0.37706  -0.17
C14 5.78587 0.92287 0.54944  -0.35
P1 4.05142 1.65958 0.40953  1.03
C15 4.45842 3.06282 1.57136  -0.33
C16 4.45740 2.55475 -1.17628  -0.32
H16 6.86681 2.46102 2.37161  0.11
H17 7.76483 3.53039 1.26960  0.11
H18 6.50338 5.01815 -0.21278  0.11
H19 4.72051 4.90361 -0.19302  0.12
H20 7.76537 3.09385 -1.06281  0.11
H21 6.86342 1.69963 -1.70261  0.12
H22 5.88239 0.44981 1.53221  0.07
H23 5.88290 0.12545 -0.19407  0.07
H24 4.53897 2.64961 2.58176  0.08
H25 3.62762 3.76733 1.55467  0.07
H26 3.62624 3.22005 -1.40735  0.07
H27 4.53234 1.80746 -1.97211  0.08
C17 0.47818 -0.16210 4.26716  -0.06
C18 -0.68223 -0.70977 3.47161  -0.30
C19 -1.65618 -1.50992 4.08585  -0.07
C20 -2.70269 -1.99538 3.31527  -0.31
C21 -3.75211 -2.88637 3.93659  -0.08
C22 -2.79607 -1.69230 1.96148  -0.03
C23 -1.82818 -0.88455 1.28427  -0.34
C24 -0.77552 -0.41340 2.13289  -0.03
N5 -1.79722 -0.50889 -0.00517  -0.01
C25 -2.84911 -0.88065 -0.93319  -0.47
C26 -2.49734 -0.23291 -2.28572  -0.14
C27 -3.53132 -0.54990 -3.37088  -0.29
C28 -3.59589 -2.06630 -3.57408  -0.13
C29 -3.99305 -2.72876 -2.25200  -0.29
C30 -5.35842 -2.20249 -1.79384  -0.13
C31 -5.29173 -0.68107 -1.61169  -0.30
C32 -4.90704 -0.03432 -2.94385  -0.13
C33 -4.24402 -0.33255 -0.54745  -0.08
C34 -2.94011 -2.40501 -1.18648  -0.08
H28 0.44840 -0.50840 5.30239  0.06
H29 0.46777 0.93033 4.26844  0.08
H30 1.42768 -0.47124 3.82495  0.07
H31 -1.59500 -1.74144 5.14500  0.09
H32 -3.66298 -2.90101 5.02486  0.06
H33 -3.65311 -3.91505 3.57807  0.07
H34 -4.75968 -2.54789 3.68095  0.07
H35 -3.62920 -2.12206 1.42388  0.08
H36 -0.01034 0.21799 1.69475  0.07
H37 -1.51729 -0.60480 -2.59925  0.07
H38 -2.40976 0.84815 -2.13786  0.11
H39 -3.23574 -0.06464 -4.30737  0.13
H40 -2.61159 -2.43544 -3.88058  0.11
H41 -4.31238 -2.31881 -4.36639  0.11
H42 -4.05420 -3.81404 -2.39477  0.13
H43 -5.63578 -2.67720 -0.84581  0.11
H44 -6.13115 -2.45802 -2.53010  0.11
H45 -6.27399 -0.30929 -1.29669  0.13
H46 -4.87979 1.05528 -2.83616  0.12
H47 -5.65645 -0.27271 -3.71001  0.11
H48 -4.55881 -0.72496 0.41979  0.10
H49 -4.16211 0.75519 -0.44325  0.11
H50 -1.95076 -2.74457 -1.50371  0.10
H51 -3.17820 -2.93328 -0.26281  0.10